DFT (ωB97M-V with the def2-TZVPD basis set) results for a 2-piece molecular cluster, C23H41B2F7IN3O6P2 overall at a distorted geometry.

Values from the calculation:
LUMO energy = -1.536 eV
HOMO level = -9.387 eV
Charge = 0
Energy relative to the best compared isomer or geometry (same formula, charge and spin) = 0.0 kcal per mole

Atoms and positions in Å:
C1 -0.761 -0.134 2.598
C2 -0.398 -0.625 1.431
N1 0.075 -1.105 0.053
O1 1.059 -1.957 0.347
C3 1.204 -2.702 1.521
C4 2.127 -2.173 2.761
C5 1.551 -2.684 4.218
C6 -1.198 -1.642 -0.548
C7 -1.886 -2.884 0.290
C8 -1.175 -4.345 0.100
O2 -2.055 -5.348 -0.515
C9 -1.431 -6.652 -0.482
O3 -2.201 -7.674 -0.592
P1 -1.146 -2.540 -2.216
O4 -1.353 -1.751 -3.509
C10 -2.382 -0.495 -0.687
P2 -3.746 -0.615 0.635
O5 -4.904 -1.612 0.236
C11 -1.872 1.048 -0.683
C12 -2.894 2.094 -1.427
N2 -3.991 2.613 -0.483
C13 -4.500 3.916 -1.087
C14 -0.292 1.249 -1.147
I1 -0.667 1.417 -3.370
C15 0.223 2.778 -0.900
C16 -0.335 3.458 0.492
C17 0.725 0.068 -0.729
C18 1.626 -0.485 -1.995
C19 2.550 0.591 -2.766
C20 4.090 0.065 -2.987
F1 4.468 -1.319 -3.051
C21 5.162 1.029 -3.183
F2 4.969 2.276 -3.910
F3 6.456 0.640 -2.649
B1 1.969 0.563 0.297
O6 1.753 1.415 1.492
N3 3.421 0.373 0.101
C22 4.244 1.597 -0.031
C23 4.098 -0.862 0.433
H1 -0.799 0.466 3.581
H2 0.270 -3.153 2.063
H3 1.771 -3.685 1.209
H4 3.192 -2.645 2.690
H5 2.189 -1.029 2.846
H6 1.655 -1.781 4.954
H7 2.210 -3.520 4.679
H8 0.430 -2.939 4.194
H9 -2.879 -3.082 -0.304
H10 -2.037 -2.734 1.399
H11 -1.024 -4.761 1.188
H12 -0.108 -4.317 -0.325
H13 -0.285 -6.775 -0.321
H14 0.155 -3.190 -2.297
H15 -2.133 -3.608 -2.359
H16 -2.917 -0.661 -1.713
H17 -3.259 -1.083 1.929
H18 -4.416 0.604 0.955
H19 -2.009 1.348 0.444
H20 -3.476 1.625 -2.301
H21 -2.386 3.110 -1.697
H22 -4.784 1.951 -0.657
H23 -3.958 4.816 -0.605
H24 -4.378 3.864 -2.241
H25 -5.641 4.036 -0.889
H26 1.344 2.959 -1.080
H27 -0.260 3.512 -1.678
H28 -0.498 2.654 1.323
H29 0.471 4.187 0.884
H30 -1.336 4.006 0.355
H31 1.016 -0.981 -2.828
H32 2.391 -1.307 -1.670
H33 2.510 1.668 -2.361
H34 2.182 0.688 -3.874
H35 1.984 2.353 1.306
H36 4.274 2.172 0.988
H37 5.330 1.349 -0.332
H38 3.859 2.374 -0.806
H39 3.620 -1.865 0.085
H40 4.339 -0.882 1.579
H41 5.156 -0.864 -0.071
B2 -2.871 5.505 2.745
F4 -1.587 6.075 3.056
F5 -3.849 5.980 3.685
F6 -3.256 5.892 1.411
F7 -2.791 4.064 2.822